No. 1
# C4H11NO2

A cluster of 3 separate species, C4H11NO2 in total at a distorted geometry (ωB97M-V/def2-TZVPD, the Open Molecules 2025 dataset).

Its SMILES is C=C/C=C/N.O.O. For the energy, the calculation gives -364.1098 Eh. The relative energy (zero: lowest compared OMol25 entry of this formula, charge and spin) comes out at 4.310 eV.

Element x y z (Å)
N (-1.798, -0.119, 1.781)
C (-1.087, -0.249, 0.603)
C (-1.552, 0.092, -0.619)
C (-1.301, -0.647, -1.850)
C (-1.241, -2.075, -2.007)
H (-2.019, 0.902, 2.145)
H (-1.613, -0.870, 2.438)
H (-0.110, -0.839, 0.560)
H (-2.273, 0.966, -0.623)
H (-1.038, -0.037, -2.849)
H (-0.370, -2.315, -2.632)
H (-1.709, -2.756, -1.258)
H (3.302, 3.876, 2.458)
H (3.210, 2.252, 2.704)
O (3.258, 2.964, 2.066)
H (2.053, 0.387, -1.261)
H (2.009, -1.193, -1.027)
O (2.279, -0.339, -0.628)

No. 2
# CH5OPS

A structure of composition CH5OPS at a distorted geometry (ωB97M-V/def2-TZVPD, the Open Molecules 2025 dataset).

For the energy, the calculation gives -855.8789 Eh. The relative energy (zero: lowest compared OMol25 entry of this formula, charge and spin) comes out at 0.586 eV.

Element x y z (Å)
C (1.060, -0.022, -0.509)
O (-0.770, -0.729, 1.196)
P (-0.616, 0.193, -0.039)
S (-1.123, 2.045, 0.407)
H (1.255, 0.293, -1.533)
H (1.780, 0.560, 0.128)
H (1.262, -1.071, -0.248)
H (-1.417, -0.385, 1.803)
H (-1.430, -0.885, -1.204)

No. 3
# C2H7NS

The molecule C2H7NS at a distorted geometry (ωB97M-V/def2-TZVPD, the Open Molecules 2025 dataset).

Its SMILES is CSCN. For the energy, the calculation gives -533.2975 Eh. The relative energy (zero: lowest compared OMol25 entry of this formula, charge and spin) comes out at 0.897 eV.

Element x y z (Å)
C (1.331, 0.728, 0.113)
S (0.488, 0.301, -1.429)
H (2.392, 0.624, -0.227)
H (1.137, -0.135, 0.763)
H (1.231, 1.669, 0.698)
C (-0.637, -0.827, -0.523)
N (-1.566, 0.034, 0.265)
H (-0.073, -1.561, 0.144)
H (-1.125, -1.304, -1.326)
H (-1.242, 1.032, 0.488)
H (-1.937, -0.560, 1.035)

Question: relative energy (zero: lowest compared OMol25 entry of this formula, charge and spin) of number 1 (C4H11NO2)?
Answer: 4.310 eV